Record 1
Formula: C36H42CoNO2P4Se
Source: the Open Molecules 2025 dataset
Level of theory: ωB97M-V with the def2-TZVPD basis set

Each line ends with the Mulliken spin population.
Atoms and positions in Å:
Co1 1.19590 -0.93979 -0.50169  2.429
C1 4.62625 -2.55873 -1.49365  -0.006
P1 3.40711 -1.31399 -0.84654  0.097
C2 3.80008 0.07115 -2.01217  0.020
C3 4.24156 -1.20109 0.81773  0.040
C4 3.27861 -1.19188 2.03322  -0.020
P2 1.58448 -1.78619 1.58767  0.062
C5 1.69803 -3.57850 2.02662  0.005
C6 0.46129 -1.29054 3.07027  0.021
H1 5.67464 -2.30700 -1.20343  0.004
H2 4.48880 -2.58555 -2.56967  -0.001
H3 4.42021 -3.57205 -1.09871  0.001
H4 4.71301 0.64598 -1.74492  0.001
H5 2.97596 0.78873 -2.01949  -0.002
H6 3.90194 -0.34606 -3.00000  0.001
H7 4.86757 -0.29695 0.81337  0.009
H8 4.95892 -2.06397 0.89546  0.001
H9 3.16483 -0.20252 2.44789  -0.002
H10 3.62106 -1.78667 2.87985  -0.001
H11 2.25310 -3.63029 2.99385  0.003
H12 2.24259 -4.18492 1.26830  -0.002
H13 0.72808 -4.09013 2.19880  -0.001
H14 0.89770 -0.43829 3.56339  -0.002
H15 0.34944 -2.19593 3.69333  0.003
H16 -0.49545 -0.98337 2.63277  -0.006
O1 -0.91284 -0.85710 -0.26109  0.023
P3 -1.94733 0.22900 -0.56206  0.016
C7 -1.16671 1.81073 -0.96692  0.006
P4 0.36258 2.28404 -0.11215  0.029
O2 1.43328 1.22814 -0.24071  0.019
C8 -0.13982 2.79855 1.54104  -0.003
C9 0.52158 2.25266 2.63988  0.001
C10 0.04166 2.49153 3.93334  0.000
C11 -0.95214 3.44516 4.12412  0.000
C12 -1.49462 4.08309 3.04143  0.000
C13 -1.07673 3.79142 1.74186  -0.001
C14 0.81947 3.81592 -0.85918  -0.002
C15 -0.06064 4.62224 -1.58458  0.001
C16 0.44153 5.77464 -2.21009  0.000
C17 1.76960 6.17618 -2.05553  0.000
C18 2.61286 5.39516 -1.27473  0.000
C19 2.15836 4.21994 -0.70961  0.001
C20 -3.06840 0.45129 0.82222  -0.003
C21 -3.28972 -0.51727 1.81440  0.001
C22 -4.45958 -0.47874 2.55394  0.000
C23 -5.36773 0.59318 2.38970  0.000
C24 -5.06711 1.62879 1.54109  0.000
C25 -3.90387 1.56301 0.77229  0.000
C26 -2.95956 -0.19433 -1.95340  -0.003
C27 -4.03590 0.57996 -2.36063  -0.001
C28 -4.82037 0.18247 -3.42609  0.000
C29 -4.52206 -0.98341 -4.07711  0.000
C30 -3.45483 -1.75838 -3.68864  -0.002
C31 -2.68087 -1.38343 -2.61186  -0.002
H17 -1.87280 2.63881 -0.93344  -0.001
H18 -0.87524 1.72251 -2.03913  -0.007
H19 1.36992 1.59364 2.51176  -0.002
H20 0.55854 2.04556 4.77268  0.000
H21 -1.16338 3.79329 5.11634  0.000
H22 -2.21691 4.89873 3.20174  0.000
H23 -1.41913 4.34796 0.89018  0.000
H24 -1.12449 4.38915 -1.62728  0.000
H25 -0.19831 6.41941 -2.81323  0.000
H26 2.15633 7.05540 -2.53481  0.000
H27 3.62779 5.72158 -1.08472  0.000
H28 2.93647 3.61824 -0.15639  0.001
H29 -2.51152 -1.28731 2.05651  0.000
H30 -4.61113 -1.24411 3.25539  0.000
H31 -6.17567 0.65629 3.12405  0.000
H32 -5.70095 2.51394 1.52662  0.000
H33 -3.68221 2.38586 0.09515  0.000
H34 -4.23629 1.51508 -1.84827  0.000
H35 -5.68169 0.75018 -3.77099  0.000
H36 -5.18991 -1.29365 -4.88563  0.000
H37 -3.25101 -2.66881 -4.24843  0.000
H38 -1.82329 -1.95392 -2.25325  0.007
Se1 1.54579 -2.62859 -2.20769  0.218
C32 1.42876 -4.37373 -1.41032  0.010
C33 2.16416 -5.38798 -1.98869  0.002
C34 1.82978 -6.69550 -1.66888  -0.005
N1 0.87478 -7.01902 -0.79029  0.017
C35 0.25559 -6.05984 -0.11220  -0.007
C36 0.45187 -4.69345 -0.48065  0.019
H39 3.02958 -5.16995 -2.59939  0.000
H40 2.23783 -7.57945 -2.16262  -0.001
H41 -0.42314 -6.30934 0.70643  0.000
H42 -0.14597 -3.90684 -0.03377  0.013

Values from the calculation:
Multiplicity: 4
HOMO (spin up / spin down), eV: -8.4 / -9.5
LUMO level (spin up / spin down), eV: -2.27 / -2.27
Total charge: +1


Record 2
Formula: C36H42F48O12
Source: the Open Molecules 2025 dataset
Level of theory: ωB97M-V with the def2-TZVPD basis set

Each line ends with the Löwdin charge.
Atoms and positions in Å:
F1 -4.91770 2.04907 -0.73065  0.104
C1 -3.97711 2.56220 -1.53796  -0.320
F2 -3.08085 3.26376 -0.83518  0.106
C2 -3.33875 1.46983 -2.35914  -0.417
F3 -4.34670 0.82110 -3.04254  0.118
F4 -2.63645 0.57087 -1.62376  0.122
C3 -2.32524 2.09189 -3.35444  -0.001
O1 -3.03157 2.95315 -4.32606  0.033
C4 -2.41948 4.13606 -4.69365  -0.544
F5 -2.16432 4.89748 -3.62493  0.149
F6 -1.26557 3.86388 -5.37481  0.142
C5 -3.44974 4.89425 -5.52349  -0.291
F7 -3.98920 4.09578 -6.45115  0.121
F8 -4.39462 5.38097 -4.66344  0.085
H1 -4.46791 3.31598 -2.14517  0.175
H2 -1.83366 1.30601 -3.91369  0.146
H3 -1.54164 2.50201 -2.75505  0.120
H4 -2.97515 5.77933 -6.01515  0.184
F9 4.45089 -1.35474 1.67969  0.076
C6 4.99933 -2.22559 0.77004  -0.288
F10 4.01812 -2.99022 0.27669  0.096
C7 5.58172 -1.44201 -0.43755  -0.397
F11 4.48655 -0.82957 -1.03542  0.082
F12 6.06142 -2.35234 -1.32040  0.128
C8 6.62674 -0.38318 -0.04833  -0.021
O2 7.56390 -0.98302 0.85922  0.038
C9 8.85133 -0.67895 0.61219  -0.537
F13 9.31763 -1.41022 -0.45567  0.135
F14 8.95899 0.61000 0.20477  0.137
C10 9.60166 -0.92872 1.91483  -0.313
F15 10.89363 -0.62233 1.75720  0.120
F16 9.08914 -0.16205 2.87855  0.129
H5 5.68865 -2.89378 1.29147  0.173
H6 6.08381 0.45626 0.43916  0.149
H7 7.15280 0.04389 -0.87102  0.136
H8 9.51605 -1.95521 2.17023  0.165
F17 7.64075 4.30787 1.17974  0.053
C11 6.30122 4.03237 0.82127  -0.217
F18 5.42084 4.62546 1.65508  0.092
C12 6.15252 4.71970 -0.56732  -0.457
F19 7.09201 4.26597 -1.41813  0.137
F20 6.36551 6.04725 -0.45328  0.135
C13 4.75178 4.58573 -1.13963  -0.043
O3 4.30610 3.22846 -1.26392  0.054
C14 2.98087 3.05719 -1.38309  -0.537
F21 2.77980 1.70898 -1.50947  0.126
F22 2.38278 3.43070 -0.22256  0.131
C15 2.36546 3.80409 -2.61928  -0.282
F23 2.91397 3.36222 -3.73491  0.141
F24 1.02935 3.46404 -2.69146  0.062
H9 6.11864 2.97997 0.82671  0.150
H10 4.76161 4.97477 -2.11614  0.130
H11 4.07255 5.18823 -0.50468  0.155
H12 2.43517 4.91971 -2.45659  0.178
F25 3.07724 3.49388 3.87750  0.087
C16 2.03810 4.09364 3.21276  -0.223
F26 0.94960 3.83590 4.09298  0.053
C17 2.26655 5.57001 3.04131  -0.441
F27 3.28002 5.80434 2.15923  0.102
F28 2.74739 6.05660 4.22286  0.117
C18 1.08334 6.43962 2.59962  -0.009
O4 0.64182 5.87537 1.36048  0.038
C19 -0.56498 6.17701 0.89891  -0.498
F29 -1.58627 5.84018 1.79732  0.098
F30 -0.73166 7.55693 0.83297  0.114
C20 -0.84675 5.42647 -0.40603  -0.248
F31 -1.98229 5.83422 -0.91457  0.139
F32 0.25295 5.72611 -1.27981  0.033
H13 1.93758 3.65693 2.28653  0.113
H14 1.64639 7.40722 2.33892  0.178
H15 0.33226 6.56549 3.36740  0.152
H16 -0.90448 4.35841 -0.23235  0.147
F33 -4.98212 1.18684 3.22596  0.084
C21 -5.06082 0.41979 2.08963  -0.301
F34 -3.84570 0.40509 1.56284  0.090
C22 -5.44606 -0.95487 2.58925  -0.424
F35 -5.27718 -1.81201 1.50802  0.098
F36 -6.78942 -0.87289 2.75869  0.122
C23 -4.84031 -1.45943 3.85599  -0.042
O5 -5.14051 -2.83151 3.80409  0.071
C24 -4.59709 -3.53939 4.75899  -0.539
F37 -3.23071 -3.49899 4.58318  0.129
F38 -4.81841 -3.00124 6.02766  0.108
C25 -5.23763 -4.90155 4.79123  -0.313
F39 -5.17757 -5.45137 3.55286  0.109
F40 -4.66053 -5.67670 5.69323  0.133
H17 -5.69648 0.88578 1.27355  0.187
H18 -5.26290 -0.96513 4.68321  0.138
H19 -3.75260 -1.18744 3.82655  0.173
H20 -6.27698 -4.73683 5.13746  0.186
F41 -0.51172 1.34661 3.28890  0.111
C26 -0.63026 1.49781 1.94424  -0.280
F42 -0.59316 2.81619 1.68476  0.090
C27 0.47369 0.77572 1.12954  -0.398
F43 1.70022 1.15261 1.47972  0.132
F44 0.30504 1.16568 -0.20210  0.077
C28 0.54649 -0.76441 1.11992  -0.031
O6 -0.66013 -1.24993 0.54204  0.044
C29 -0.92982 -2.53072 0.85786  -0.537
F45 -0.08819 -3.46052 0.40429  0.161
F46 -0.85308 -2.68773 2.23474  0.097
C30 -2.37953 -2.93676 0.39581  -0.240
F47 -2.35727 -2.87495 -1.01178  0.053
F48 -2.70085 -4.17867 0.73351  0.130
H21 -1.57501 1.15458 1.49983  0.155
H22 0.80920 -1.17295 2.07306  0.140
H23 1.37334 -1.14954 0.45912  0.152
H24 -3.01483 -2.15844 0.77793  0.140
O7 -5.35912 -7.16975 -0.81819  -0.058
C31 -5.76096 -6.04688 -0.08357  -0.293
C32 -7.20392 -6.04150 0.41175  -0.231
O8 -8.23868 -5.94893 -0.60079  -0.095
H25 -4.39678 -7.24545 -0.62509  0.037
H26 -5.11079 -5.84375 0.74428  0.094
H27 -5.72024 -5.10457 -0.67175  0.118
H28 -7.33434 -5.10669 1.11742  0.144
H29 -7.37227 -7.02295 0.85020  0.113
H30 -7.92996 -5.39503 -1.33876  0.081
O9 1.37156 -0.32469 -3.90347  -0.079
C33 1.16484 -0.96378 -2.61687  -0.199
C34 1.58624 -2.46224 -2.80561  -0.239
O10 0.83499 -3.17417 -3.78300  -0.067
H31 2.26289 0.06133 -3.84911  0.087
H32 1.77118 -0.52557 -1.78629  0.100
H33 0.13251 -0.91023 -2.49428  0.088
H34 1.54168 -3.04384 -1.85776  0.109
H35 2.65866 -2.57775 -3.02319  0.111
H36 0.52562 -2.47109 -4.38808  0.085
O11 0.01817 -8.08882 -1.52339  -0.060
C35 -1.15706 -8.18679 -2.23467  -0.284
C36 -2.13257 -7.14742 -1.75235  -0.180
O12 -2.68358 -7.59722 -0.47837  -0.082
H37 0.49755 -8.91642 -1.68833  0.101
H38 -0.84899 -8.01217 -3.24695  0.110
H39 -1.56722 -9.22984 -2.14623  0.144
H40 -2.90900 -6.99508 -2.49885  0.123
H41 -1.76315 -6.11380 -1.56413  0.134
H42 -1.99288 -7.42057 0.14793  0.086

Values from the calculation:
HOMO, eV: -9.4
LUMO level, eV: 0.30
Total charge: 0
SMILES string: FC(F)C(F)(F)COC(F)(F)C(F)F.FC(F)C(F)(F)COC(F)(F)C(F)F.FC(F)C(F)(F)COC(F)(F)C(F)F.FC(F)C(F)(F)COC(F)(F)C(F)F.FC(F)C(F)(F)COC(F)(F)C(F)F.FC(F)C(F)(F)COC(F)(F)C(F)F.OCCO.OCCO.OCCO


Relative energy (zero: lowest compared OMol25 entry of this formula, charge and spin) for every record listed, in sequence, given in eV: 1.280; 0.246.